[1]
Computed, not measured: the molecule C2H5B at a distorted geometry, with ωB97M-V with the def2-TZVPD basis set.

Geometry (Å):
B: 0.68 0.74 0.81
C: -0.45 0.09 0.12
C: -0.36 -0.90 -0.78
H: 1.63 0.69 0.09
H: 0.47 1.17 1.82
H: -1.57 0.27 0.50
H: -1.28 -1.31 -1.03
H: 0.66 -1.14 -1.20

Values from the calculation:
- structure (SMILES) = BC=C
- spin multiplicity = 1
- HOMO-LUMO gap (eV) = 10.40



[2]
Computed, not measured: the ion CH7N3OP with charge +1 at a distorted geometry, with ωB97M-V with the def2-TZVPD basis set.

Geometry (Å):
N: -2.12 0.61 0.29
C: -1.04 -0.16 0.05
O: -1.06 -1.40 0.50
N: 0.03 0.49 -0.43
N: 1.29 -0.09 -0.77
P: 2.61 0.08 0.39
H: -2.16 1.59 -0.06
H: -3.02 0.11 0.47
H: -0.23 -1.87 0.20
H: -0.21 1.38 -0.83
H: 1.56 0.25 -1.81
H: 1.50 0.22 1.26
H: 2.84 -1.22 0.73

Values from the calculation:
- structure (SMILES) = N/C(O)=[NH+]/NP
- spin multiplicity = 1
- HOMO-LUMO gap (eV) = 9.83
- total charge = +1



[3]
Computed, not measured: the ion C4H7N2 with charge +1 at a distorted geometry, with ωB97M-V with the def2-TZVPD basis set.

Geometry (Å):
C: -1.40 0.76 0.29
C: -1.37 -0.56 0.03
N: -0.10 -0.63 -0.62
C: 1.11 -0.70 0.29
N: 1.30 0.72 0.18
C: 0.09 0.87 -0.55
H: -1.68 1.52 0.96
H: -2.07 -1.31 -0.09
H: 0.16 -1.06 -1.52
H: 1.80 -1.51 -0.02
H: 0.93 -0.86 1.33
H: 1.30 1.27 1.04
H: -0.07 1.49 -1.33

Values from the calculation:
- structure (SMILES) = C1=C[N@@H+]2CN[C@H]12
- spin multiplicity = 1
- HOMO-LUMO gap (eV) = 10.33
- total charge = +1



[4]
Computed, not measured: a structure of composition C36H47As2BrN7O7S2Sn, with ωB97M-V with the def2-TZVPD basis set.

Geometry (Å):
Sn: 0.15 -0.60 0.67
S: 8.11 0.11 0.11
N: 7.20 0.26 1.44
C: 5.94 0.35 1.04
C: 4.79 0.51 1.89
C: 4.86 0.58 3.29
C: 3.71 0.77 4.01
C: 2.51 0.91 3.31
N: 2.42 0.86 2.00
C: 3.53 0.63 1.29
C: 3.38 0.49 -0.17
N: 2.13 0.47 -0.67
C: 1.97 0.42 -1.98
C: 3.03 0.37 -2.88
C: 4.31 0.33 -2.39
C: 4.49 0.39 -1.00
C: 5.80 0.32 -0.38
N: 6.95 0.19 -1.02
H: 5.83 0.49 3.77
H: 3.72 0.82 5.09
H: 1.57 1.07 3.84
H: 0.94 0.41 -2.33
H: 2.83 0.33 -3.95
H: 5.17 0.25 -3.03
N: -1.88 1.53 2.52
C: -2.54 2.49 3.40
C: -1.78 3.81 3.41
C: -0.29 3.64 3.78
C: 0.67 4.15 2.72
N: 0.40 3.53 1.42
H: -1.91 1.85 1.56
H: -2.38 0.64 2.51
H: -2.55 2.07 4.41
H: -3.59 2.68 3.13
H: -2.27 4.49 4.11
H: -1.85 4.27 2.42
H: -0.10 2.58 3.93
H: -0.07 4.15 4.72
H: 1.70 3.98 3.07
H: 0.56 5.23 2.61
H: 0.45 2.52 1.49
H: 1.08 3.82 0.73
O: -0.57 -5.87 1.94
As: -1.84 -4.57 1.79
O: -3.24 -5.32 2.21
O: -1.14 -3.29 2.57
C: -1.77 -4.16 -0.16
C: -0.92 -5.17 -0.87
C: -0.87 -5.24 -2.19
C: -1.69 -4.32 -3.02
C: -2.69 -2.43 -2.52
C: -2.74 -2.31 -0.99
S: -3.38 -0.79 -0.32
O: -3.84 -1.06 1.02
O: -4.36 -0.25 -1.25
O: -2.13 0.03 -0.33
H: -1.06 -6.67 2.16
H: -0.35 -5.86 -0.27
H: -0.25 -5.99 -2.68
H: -1.83 -4.71 -4.02
H: -3.30 -1.71 -3.06
Br: -4.61 -4.67 -3.26
C: -3.05 -3.92 -2.39
C: -1.28 -2.80 -3.08
C: -0.13 -2.24 -2.28
C: -0.19 -2.08 -0.95
C: -1.41 -2.63 -0.28
C: -3.14 -3.82 -0.85
H: -1.17 -2.49 -4.12
H: 0.70 -1.83 -2.85
H: -1.52 -2.26 0.75
H: -4.04 -4.18 -0.37
C: 1.85 -3.48 3.26
C: 1.86 -3.14 1.81
N: 1.59 -4.12 0.94
O: 2.10 -1.97 1.43
H: 2.08 -4.53 3.44
H: 0.82 -3.30 3.59
H: 2.54 -2.83 3.80
H: 1.13 -4.95 1.30
H: 1.38 -3.83 -0.01
C: 0.64 3.99 -3.28
C: -0.55 4.23 -2.35
As: -1.18 2.53 -1.54
C: -2.70 3.26 -0.53
C: -3.70 4.10 -1.31
C: -2.19 1.82 -3.08
C: -1.43 0.74 -3.84
H: 1.03 4.93 -3.69
H: 0.37 3.35 -4.12
H: 1.46 3.50 -2.75
H: -1.36 4.71 -2.90
H: -0.27 4.88 -1.53
H: -2.26 3.83 0.29
H: -3.20 2.38 -0.11
H: -3.24 5.00 -1.73
H: -4.52 4.42 -0.67
H: -4.14 3.54 -2.14
H: -2.48 2.65 -3.74
H: -3.10 1.40 -2.66
H: -0.49 1.11 -4.26
H: -2.02 0.33 -4.66
H: -1.19 -0.08 -3.16

Values from the calculation:
- spin multiplicity = 1
- HOMO-LUMO gap (eV) = 6.29
- total charge = -1



[5]
Computed, not measured: the molecule C6H10Br2N2O2 at a distorted geometry, with ωB97M-V with the def2-TZVPD basis set.

Geometry (Å):
C: -1.46 -0.55 -1.10
C: -0.13 -0.24 -0.47
N: 0.14 -1.05 0.71
C: 0.84 -2.18 0.45
O: 0.95 -2.66 -0.66
C: 1.32 -3.13 1.54
Br: 1.10 -2.24 3.34
N: -0.14 1.18 0.02
C: 0.24 2.17 -0.86
O: 0.80 1.87 -1.93
C: -0.03 3.62 -0.53
Br: -1.87 3.90 0.37
H: -2.31 -0.35 -0.37
H: -1.62 -0.12 -2.03
H: -1.62 -1.64 -1.35
H: 0.73 -0.37 -1.17
H: 0.08 -0.65 1.61
H: 2.49 -3.35 1.51
H: 0.70 -4.01 1.60
H: -0.90 1.61 0.65
H: -0.11 4.22 -1.42
H: 0.81 3.98 0.09

Values from the calculation:
- structure (SMILES) = CC(NC(=O)CBr)NC(=O)CBr
- spin multiplicity = 1
- HOMO-LUMO gap (eV) = 10.21



[6]
Computed, not measured: a structure of composition C46H42AsN7P2SSe2W at a distorted geometry, with ωB97M-V with the def2-TZVPD basis set.

Geometry (Å):
W: -0.20 -0.10 0.02
C: 4.08 -1.81 -3.28
C: 4.50 -1.03 -2.21
C: 3.65 -0.79 -1.13
C: 2.39 -1.36 -1.13
C: 1.97 -2.14 -2.19
C: 2.81 -2.36 -3.27
N: 1.51 -1.09 0.00
C: 1.88 -1.58 1.29
C: 3.02 -2.32 1.57
C: 3.25 -2.76 2.86
C: 2.35 -2.48 3.89
C: 1.21 -1.73 3.62
C: 1.00 -1.28 2.34
N: -0.09 -0.36 2.04
N: 0.54 0.82 1.62
C: -0.35 1.85 1.24
C: -1.28 2.55 2.00
C: -1.99 3.54 1.35
C: -1.78 3.77 -0.02
C: -0.88 2.99 -0.71
N: -0.17 2.03 -0.09
H: 4.74 -1.97 -4.12
H: 5.49 -0.58 -2.22
H: 3.96 -0.15 -0.32
H: 0.96 -2.54 -2.19
H: 2.45 -2.94 -4.12
H: 3.73 -2.55 0.78
H: 4.15 -3.32 3.08
H: 2.54 -2.82 4.90
H: 0.51 -1.47 4.40
H: -1.40 2.33 3.05
H: -2.71 4.14 1.89
H: -2.31 4.55 -0.54
H: -0.68 3.12 -1.76
Se: 0.42 -0.98 -6.97
P: -1.31 -0.58 -5.89
C: -2.32 0.73 -6.64
C: -3.67 0.60 -6.94
C: -4.35 1.64 -7.56
C: -3.68 2.81 -7.89
C: -2.32 2.94 -7.60
C: -1.64 1.90 -6.98
C: -2.35 -2.05 -5.73
C: -2.95 -2.51 -6.91
C: -3.66 -3.69 -6.91
C: -3.77 -4.44 -5.75
C: -3.16 -4.01 -4.59
C: -2.45 -2.81 -4.57
C: -0.94 -0.04 -4.13
C: -1.57 -0.13 -2.89
N: -0.56 0.00 -1.99
N: 0.59 0.29 -2.60
N: 0.39 0.26 -3.87
P: -3.18 0.05 -2.11
Se: -2.83 0.05 0.07
C: -3.84 1.68 -2.45
C: -4.78 2.19 -1.55
C: -5.34 3.44 -1.79
C: -4.95 4.17 -2.90
C: -4.01 3.67 -3.78
C: -3.45 2.41 -3.56
C: -4.37 -1.18 -2.59
C: -5.03 -0.98 -3.80
C: -5.95 -1.92 -4.23
C: -6.21 -3.04 -3.46
C: -5.56 -3.23 -2.24
C: -4.63 -2.29 -1.80
H: -4.20 -0.32 -6.71
H: -5.40 1.54 -7.81
H: -4.21 3.62 -8.39
H: -1.79 3.85 -7.87
H: -0.58 1.98 -6.79
H: -2.83 -1.95 -7.83
H: -4.12 -4.04 -7.83
H: -4.32 -5.38 -5.76
H: -3.24 -4.60 -3.68
H: -1.97 -2.49 -3.65
H: -5.09 1.63 -0.68
H: -6.09 3.83 -1.10
H: -5.39 5.15 -3.08
H: -3.71 4.24 -4.65
H: -2.71 2.04 -4.25
H: -4.86 -0.09 -4.39
H: -6.48 -1.77 -5.17
H: -6.93 -3.78 -3.79
H: -5.79 -4.09 -1.63
H: -4.13 -2.42 -0.85
C: -0.76 -5.19 1.71
As: -0.21 -4.43 0.05
C: -1.01 -5.48 -1.33
C: 1.66 -4.78 -0.06
S: -1.21 -2.51 -0.11
H: -0.50 -6.25 1.71
H: -1.83 -5.06 1.82
H: -0.24 -4.68 2.52
H: -0.82 -6.53 -1.12
H: -0.57 -5.20 -2.28
H: -2.08 -5.28 -1.33
H: 1.73 -5.86 -0.20
H: 2.13 -4.49 0.87
H: 2.11 -4.26 -0.90

Values from the calculation:
- spin multiplicity = 1
- HOMO-LUMO gap (alpha / beta) (eV) = 4.23 / 4.23
- total charge = +2



[7]
Computed, not measured: the ion C8H6N3O with charge +1 at a distorted geometry, with ωB97M-V with the def2-TZVPD basis set.

Geometry (Å):
C: 1.58 1.20 -0.10
C: 1.03 0.59 -1.17
C: 1.31 0.83 1.19
C: 0.04 -0.31 -1.06
C: 0.35 -0.15 1.34
C: -2.54 -1.99 0.14
C: -1.33 -1.46 0.48
C: -3.63 1.30 -0.50
N: -3.59 -1.16 -0.18
N: -3.42 0.12 -0.49
N: -0.38 -0.66 0.22
O: -3.64 2.45 -0.59
H: 2.18 2.08 -0.03
H: 1.30 0.80 -2.19
H: 1.79 1.42 1.96
H: -0.67 -0.79 -1.84
H: 0.10 -0.75 2.19
H: -2.91 -2.94 0.34

Values from the calculation:
- spin multiplicity = 1
- HOMO-LUMO gap (alpha / beta) (eV) = 6.87 / 6.30
- total charge = +1



[8]
Computed, not measured: a structure of composition C32H25AuGeNO2S5, with ωB97M-V with the def2-TZVPD basis set.

Geometry (Å):
Au: 0.29 -0.27 0.82
S: -1.39 -4.09 6.72
C: -1.01 -3.24 5.36
S: 0.26 -3.68 4.27
C: 0.09 -2.35 3.14
C: -0.89 -1.48 3.43
S: -1.26 -0.07 2.47
S: -1.83 -1.81 4.86
S: 1.19 -2.24 1.79
O: 1.52 -0.09 -0.83
C: 2.66 -0.71 -0.97
O: 3.06 -1.65 -0.31
C: 3.50 -0.17 -2.13
C: 3.24 1.29 -2.50
Ge: 3.70 2.64 -1.15
C: 5.64 2.94 -1.18
C: 6.33 3.07 -2.39
C: 7.69 3.31 -2.42
C: 8.40 3.42 -1.23
C: 7.74 3.30 -0.02
C: 6.37 3.06 0.00
C: 2.83 4.31 -1.69
C: 1.49 4.30 -2.11
C: 0.84 5.47 -2.46
C: 1.52 6.68 -2.40
C: 2.85 6.71 -1.99
C: 3.49 5.53 -1.64
C: 3.18 2.24 0.68
C: 2.25 3.04 1.34
C: 1.82 2.72 2.62
C: 2.32 1.59 3.26
C: 3.26 0.80 2.62
C: 3.69 1.13 1.35
H: 3.29 -0.81 -2.99
H: 4.54 -0.34 -1.87
H: 2.18 1.43 -2.74
H: 3.81 1.55 -3.39
H: 5.79 2.99 -3.33
H: 8.21 3.41 -3.37
H: 9.47 3.61 -1.25
H: 8.28 3.38 0.91
H: 5.86 2.96 0.95
H: 0.95 3.36 -2.16
H: -0.19 5.44 -2.78
H: 1.02 7.60 -2.68
H: 3.38 7.65 -1.95
H: 4.53 5.57 -1.32
H: 1.83 3.91 0.84
H: 1.07 3.33 3.11
H: 1.95 1.32 4.24
H: 3.63 -0.10 3.10
H: 4.41 0.48 0.86
C: -0.55 1.48 0.04
C: -1.53 1.16 -1.02
C: -1.12 0.89 -2.33
C: -2.03 0.60 -3.32
C: -3.40 0.57 -3.03
C: -3.83 0.82 -1.72
C: -2.90 1.11 -0.74
C: -4.35 0.28 -4.06
N: -5.12 0.06 -4.88
H: -1.00 2.07 0.84
H: 0.32 2.00 -0.35
H: -0.06 0.89 -2.55
H: -1.70 0.40 -4.33
H: -4.88 0.78 -1.49
H: -3.24 1.29 0.28

Values from the calculation:
- spin multiplicity = 1
- HOMO-LUMO gap (eV) = 6.50
- total charge = -1



For each record above, in turn, the calculated energy relative to the best compared isomer or geometry (same formula, charge and spin) values are 14.77, 23.39, 119.50, 71.84, 0.00, 21.65, 43.99, 0.00 kcal per mole.